The following is a quantum chemistry calculation of a structure of composition C24H35N5O4Sr in a non-equilibrium geometry, from OMol25.

XYZ file:
```
69
Properties=species:S:1:pos:R:3
Sr -0.3694 1.3521 0.2033
C -2.9329 -3.4291 -2.2477
C -2.9160 -2.0522 -2.4054
C -2.4139 -1.2410 -1.3952
C -1.9465 -1.8284 -0.2306
C -1.9575 -3.2058 -0.0605
C -2.4511 -4.0060 -1.0745
N -1.3858 -0.9292 0.7574
N -1.3349 -1.4073 1.8870
C -0.7164 -0.5659 2.8934
C -0.4490 -1.1706 4.1021
C 0.1780 -0.4182 5.0859
C 0.4789 0.9069 4.8316
C 0.1339 1.4343 3.5967
N -0.4385 0.7077 2.6419
H -3.3152 -4.0594 -3.0415
H -3.2864 -1.6009 -3.3174
H -2.3976 -0.1604 -1.5029
H -1.5622 -3.6326 0.8514
H -2.4511 -5.0824 -0.9582
H -0.7199 -2.2077 4.2477
H 0.4234 -0.8649 6.0410
H 0.9618 1.5292 5.5720
H 0.3179 2.4766 3.3586
N -3.8611 1.3449 2.0821
C -4.0413 2.8060 2.0742
C -3.7675 3.3419 0.6746
C -2.3906 2.8909 0.2398
O -1.3871 3.2769 0.9188
O -2.3053 2.0846 -0.7394
H -4.5170 0.9001 1.4499
H -4.0325 0.9630 3.0036
H -3.3100 3.2352 2.7589
H -5.0328 3.1248 2.4025
H -3.8064 4.4332 0.6829
H -4.5039 2.9652 -0.0376
O 0.2132 0.5145 -1.9952
C 1.0502 -0.3716 -2.2475
C 1.2539 -0.8468 -3.6663
C 1.1262 -2.3799 -3.8929
C 0.9605 -3.2119 -2.6199
C 2.2253 -3.2595 -1.7643
C 2.8409 -1.8740 -1.5524
N 1.8374 -0.8629 -1.2778
H 2.2459 -0.4962 -3.9669
H 0.5309 -0.3028 -4.2676
H 1.9986 -2.7409 -4.4448
H 0.2632 -2.5589 -4.5345
H 0.6671 -4.2295 -2.8850
H 0.1327 -2.8046 -2.0306
H 2.9735 -3.8985 -2.2440
H 1.9925 -3.7108 -0.7954
H 3.4396 -1.5924 -2.4246
H 3.5225 -1.8908 -0.7034
H 1.9196 -0.2055 -0.4479
C 3.8673 1.6746 -0.6646
C 2.7384 2.1644 0.2461
C 2.0440 3.3635 -0.4376
C 3.3455 2.6249 1.5706
O 1.7998 1.1542 0.4847
H 4.6199 2.4513 -0.8270
H 3.4725 1.3783 -1.6417
H 4.3589 0.8067 -0.2120
H 2.7480 4.1682 -0.6628
H 1.2630 3.7818 0.2095
H 1.5857 3.0456 -1.3814
H 4.1349 3.3709 1.4316
H 3.7648 1.7613 2.0943
H 2.5696 3.0658 2.2050
```

Summary:
**E_HOMO**: -8.13 eV
**Calculated total energy**: -1541.10917 Ha
**Total charge**: 0
**Lowest unoccupied orbital energy**: -0.031 Ha
**Kohn-Sham gap**: 7.2749 eV
**Energy relative to the best compared isomer or geometry (same formula, charge and spin)**: 17.3 kcal per mole



The following is a quantum chemistry calculation of a structure of composition C24H36AlF4N3O4S in a non-equilibrium geometry, from OMol25.

XYZ file:
```
73
Properties=species:S:1:pos:R:3
C -2.2895 -2.3558 3.9406
C -3.2218 -0.9809 3.7917
C -3.2681 -0.4406 2.2434
C -4.3595 -1.2683 1.2849
C -3.6567 -1.2702 -0.2325
C -3.0143 -2.7226 -0.6408
C -1.5608 -2.6438 -1.4065
C -1.4801 -1.5125 -2.5956
C -0.0810 -1.6341 -3.4989
C 0.6281 -0.1567 -3.4505
C 1.8895 0.0312 -4.5004
C 3.2469 0.1683 -3.5935
C 3.5975 1.7039 -3.1035
N 2.4884 2.3858 -2.3312
C 1.4507 3.1366 -3.1931
C 0.2044 3.9713 -2.5327
C 0.0608 4.0153 -0.8898
C -1.1445 4.8812 -0.1626
O -1.6675 4.6299 1.0399
O -1.6262 6.0739 -0.9343
C 1.2266 3.1728 -0.0485
N 1.1129 3.2472 1.4728
C 0.6501 2.0111 1.9098
S 0.1077 0.6762 2.8165
C 2.4618 2.3439 -0.8157
N 3.4526 1.6768 0.0960
C 4.7687 2.3940 0.2138
C 5.6561 2.0833 1.5969
O 5.2926 3.2845 -0.6298
C 3.5706 0.1903 -0.0850
C 2.4629 -0.9568 0.2918
O 4.7319 -0.2617 -0.6358
H -1.6389 -2.3484 4.9237
H -3.0384 -3.2552 4.0347
H -1.5378 -2.4479 3.0436
H -2.6749 -0.1681 4.4729
H -4.2836 -1.1498 4.2588
H -3.4878 0.7098 2.2779
H -2.2048 -0.7035 1.7692
H -5.3822 -0.6989 1.2951
H -4.4290 -2.3465 1.7441
H -4.5001 -0.9964 -1.0261
H -2.8672 -0.3999 -0.2848
H -2.8249 -3.3419 0.3588
H -3.7983 -3.2610 -1.3511
H -0.6386 -2.5300 -0.6842
H -1.4194 -3.6998 -1.9452
H -1.4765 -0.4376 -2.0761
H -2.4018 -1.5672 -3.3172
H -0.3357 -1.8639 -4.6408
H 0.6373 -2.4772 -3.0568
H -0.1903 0.6611 -3.6528
H 1.0435 0.0281 -2.3510
H 1.8998 -0.8510 -5.2783
H 1.6342 1.0107 -5.1319
H 4.1519 -0.1628 -4.2981
H 3.1986 -0.6180 -2.7284
H 3.7949 2.3738 -4.0717
H 4.6274 1.6461 -2.5459
H 1.5750 3.1351 -4.3684
H -0.5794 4.5347 -3.2286
H -2.5952 5.9168 -1.2114
H 6.1748 1.0347 1.5814
H 4.8400 2.0414 2.4672
H 6.3639 2.9782 1.8752
H 1.5669 -1.0207 -0.4953
H 3.0031 -2.0182 0.2079
H 2.0765 -0.8879 1.3965
F -3.4358 -2.7605 7.1690
Al -3.1949 -4.5385 7.3240
F -3.1591 -5.2846 5.6852
F -4.5491 -5.2470 8.2767
F -1.6355 -4.8620 8.1650
```

Summary:
**E_HOMO**: -9.65 eV
**Calculated total energy**: -2440.92260 Ha
**Total charge**: 0
**Lowest unoccupied orbital energy**: -0.159 Ha
**Kohn-Sham gap**: 5.3113 eV



The following is a quantum chemistry calculation of a structure of composition C24H36As3F19MnO18Pt in a non-equilibrium geometry, from OMol25.

XYZ file:
```
102
Properties=species:S:1:pos:R:3
Pt 2.2542 1.2829 1.5697
Mn 1.7924 0.6444 -4.2495
As 3.8268 2.8484 -1.6885
F 2.6931 2.1654 -2.9323
F 4.9121 1.5087 -1.9769
F 4.8822 3.5753 -0.4858
F 2.5646 4.0481 -1.4042
F 3.0812 1.8658 -0.4652
F 4.5499 3.8796 -2.8763
As 5.4845 -0.6486 1.3014
F 5.6231 -1.0852 -0.4050
F 5.0214 -2.3158 1.5644
F 5.1896 -0.2112 2.9949
F 6.1508 0.8873 0.9145
F 3.8322 0.0000 0.9870
F 7.1605 -1.0981 1.6707
As 0.2149 -0.5393 -0.9067
F -0.3088 -1.9346 -1.8673
F 1.8462 -1.1902 -0.8530
F 0.8072 0.8941 0.0485
F -1.3869 0.0761 -1.1799
F -0.2459 -1.1879 0.6271
F 0.7636 0.2380 -2.4472
F 3.2869 -0.4496 -3.5341
C 1.5343 5.9092 5.1324
C 0.4876 5.2835 4.2366
C 0.0505 6.1211 3.0219
O 0.5898 5.3354 1.9649
C 0.9422 4.1583 2.3647
O 1.3907 3.3181 1.6120
O 0.7481 3.9723 3.7043
H 1.8512 5.4405 6.0588
H 0.9968 6.8090 5.4614
H 2.3540 6.4069 4.6056
H -0.3050 5.1520 4.9768
H 0.4923 7.1120 2.9472
H -1.0252 6.1170 2.8409
C 0.6374 -4.5525 -0.5652
C 1.6243 -4.6799 -1.6975
C 3.0950 -4.8340 -1.3085
O 3.5833 -5.8649 -2.1384
C 2.5767 -6.5648 -2.6395
O 2.6349 -7.5598 -3.2760
O 1.3518 -5.9270 -2.3219
H 0.9191 -5.1847 0.2829
H -0.3708 -4.8316 -0.8645
H 0.6257 -3.5698 -0.0960
H 1.5448 -3.8303 -2.3814
H 3.1755 -5.1648 -0.2666
H 3.6810 -3.9161 -1.3129
C 0.5512 -3.5149 5.6905
C 1.4430 -2.2655 5.6820
C 2.8839 -2.6541 5.3434
O 3.1651 -1.9405 4.1403
C 2.0927 -1.2857 3.7395
O 1.8808 -0.7937 2.6492
O 1.0935 -1.4257 4.6115
H 0.8683 -4.2102 6.4738
H 0.6403 -4.1727 4.8218
H -0.5080 -3.3213 5.8550
H 1.3339 -1.8422 6.6793
H 3.1050 -3.7145 5.2528
H 3.5773 -2.1941 6.0511
C -3.1380 -0.2475 -7.6888
C -2.8988 1.0849 -6.9191
C -3.6183 1.1198 -5.5692
O -2.6394 0.6499 -4.6532
C -1.4263 0.7657 -5.2142
O -0.3786 0.5899 -4.6211
O -1.5235 1.0960 -6.4538
H -3.7230 -0.0440 -8.5881
H -3.6724 -1.0311 -7.1540
H -2.2414 -0.7054 -8.1081
H -3.1907 1.9353 -7.5250
H -4.5268 0.5382 -5.4428
H -3.7764 2.1622 -5.2733
C -3.6370 -3.7385 1.6297
C -4.1150 -2.3503 1.2290
C -3.7115 -1.9320 -0.2091
O -4.9973 -1.7604 -0.8505
C -5.9910 -2.0821 -0.0461
O -7.1392 -2.0999 -0.3703
O -5.5348 -2.3292 1.2197
H -2.8347 -4.0865 0.9777
H -4.4714 -4.3599 1.2904
H -3.4552 -3.8774 2.6902
H -3.7317 -1.5973 1.9207
H -3.0681 -2.7029 -0.6303
H -3.0974 -1.0401 -0.1328
C -2.1550 3.2387 -1.9193
C -3.3737 3.5267 -1.0189
C -3.6715 2.2686 -0.1787
O -3.4339 2.7233 1.1563
C -2.9888 3.9833 1.2050
O -2.8853 4.6533 2.1854
O -2.9746 4.4831 -0.0678
H -1.7336 4.1370 -2.3757
H -2.3033 2.5278 -2.7311
H -1.3621 2.9036 -1.2486
H -4.3260 3.6774 -1.5268
H -2.9125 1.5051 -0.3432
H -4.6506 1.8415 -0.3827
```

Summary:
**E_HOMO (spin up / spin down)**: -10.26 / -10.26 eV
**<S²>**: 15.76
**2S+1**: 8
**Calculated total energy**: -12165.80325 Ha
**Total charge**: 0
**Lowest unoccupied orbital energy (spin up / spin down)**: -0.039 / -0.115 Ha
**Kohn-Sham gap (spin up / spin down)**: 9.1933 / 7.1395 eV
**Energy relative to the best compared isomer or geometry (same formula, charge and spin)**: 43.7 kcal per mole



The following is a quantum chemistry calculation of a structure of composition C24H36BF4O12V in a non-equilibrium geometry, from OMol25.

XYZ file:
```
78
Properties=species:S:1:pos:R:3
V -1.8773 -0.5878 0.1326
B -0.1923 -1.8517 -1.7468
F 0.8262 -2.7345 -1.5382
F 0.0287 -0.7914 -0.7913
F -0.2081 -1.3469 -3.0045
F -1.4946 -2.2984 -1.2976
O 3.0523 0.8153 1.3223
C 3.7922 -0.0282 1.7951
O 3.4697 -0.7133 2.9008
C 4.5873 -1.6450 3.2941
C 5.7535 -1.2925 2.3889
C 5.0878 -0.6437 1.2063
H 4.2190 -2.6500 3.2470
H 4.8204 -1.4641 4.3744
H 6.2416 -2.2305 2.1228
H 6.4439 -0.6016 2.8117
H 4.6938 -1.3732 0.4843
H 5.7017 0.1035 0.6304
O -1.2872 -2.1525 1.5393
C -0.8458 -3.2386 1.4268
O 0.2758 -3.6021 2.0815
C 0.5939 -5.0037 1.8498
C -0.1885 -5.3539 0.5772
C -1.3354 -4.3906 0.6019
H 0.3077 -5.6432 2.7242
H 1.6892 -5.1304 1.7275
H -0.4237 -6.4143 0.4476
H 0.3820 -5.1749 -0.3556
H -2.2891 -4.8775 0.9366
H -1.6070 -3.9714 -0.3379
O -1.6531 1.0524 1.5150
C -0.7465 1.3040 2.2654
O -0.3845 2.5519 2.4641
C 0.7422 2.5794 3.3993
C 0.7102 1.2503 4.1884
C 0.1543 0.3707 3.1188
H 0.6087 3.4217 3.9797
H 1.6921 2.6532 2.8532
H 0.0091 1.2934 5.0022
H 1.6974 0.9405 4.5497
H -0.4088 -0.4734 3.5898
H 0.9218 -0.0821 2.4475
O 0.6232 3.7683 -1.7299
C 1.8061 4.0263 -1.9794
O 2.0286 4.9275 -2.9623
C 3.4042 4.8469 -3.3403
C 4.0891 4.4449 -2.0234
C 3.1167 3.5108 -1.3839
H 3.8231 5.8069 -3.6424
H 3.4413 4.0887 -4.1301
H 4.2951 5.3850 -1.5087
H 5.0591 4.0359 -2.1711
H 2.9882 3.4860 -0.2824
H 3.2004 2.4654 -1.7255
O -3.8793 -0.7567 0.5603
C -4.8479 -1.2531 -0.0205
O -6.0457 -0.8303 0.1818
C -7.0517 -1.5881 -0.6459
C -6.2338 -2.7259 -1.3071
C -4.8105 -2.3809 -0.9835
H -7.4817 -0.8588 -1.3046
H -7.7203 -2.0069 0.0591
H -6.3969 -2.8491 -2.3868
H -6.5448 -3.7247 -0.9379
H -4.3323 -2.0532 -1.8979
H -4.3064 -3.2016 -0.5053
O -2.4550 0.7760 -1.3204
C -2.1176 1.6645 -2.1594
O -1.7076 1.3158 -3.3379
C -1.1395 2.4930 -4.0294
C -1.8375 3.6732 -3.3525
C -2.2628 3.1292 -1.9417
H -1.4627 2.3347 -5.0658
H -0.0753 2.4464 -3.8700
H -2.7316 3.9227 -3.9248
H -1.0632 4.5094 -3.1847
H -3.2994 3.2208 -1.6075
H -1.6323 3.3763 -1.0625
```

Summary:
**E_HOMO (spin up / spin down)**: -10.28 / -12.33 eV
**<S²>**: 3.75
**2S+1**: 4
**Calculated total energy**: -3207.49213 Ha
**Total charge**: +1
**Lowest unoccupied orbital energy (spin up / spin down)**: -0.060 / -0.060 Ha
**Kohn-Sham gap (spin up / spin down)**: 8.6597 / 10.7105 eV



The following is a quantum chemistry calculation of a cluster of 7 separate species, C24H36BF4O18 in total in a non-equilibrium geometry, from OMol25.

XYZ file:
```
83
Properties=species:S:1:pos:R:3
B 0.9453 0.7795 0.8799
F 2.2145 0.5592 1.3629
F 0.5279 1.9733 1.3756
F 1.0126 0.9815 -0.4655
F 0.0898 -0.2149 1.1061
C 2.2775 -1.9663 -0.5937
C 2.2789 -2.6133 0.8711
C 1.0343 -3.4579 1.1458
O 1.6338 -4.5617 1.8683
C 2.9519 -4.6702 1.5229
O 3.7139 -5.5982 1.7609
O 3.2942 -3.5389 0.8703
H 3.2960 -1.6220 -0.7733
H 1.6377 -1.0849 -0.6367
H 2.0916 -2.7105 -1.3681
H 2.4303 -1.9312 1.7077
H 0.3989 -3.7209 0.3001
H 0.3734 -2.8735 1.7860
C -1.3582 1.9492 4.3674
C -1.1247 0.4899 4.0781
C 0.2874 -0.0533 4.1974
O 0.0521 -1.2133 4.9167
C -1.1644 -1.2201 5.4320
O -1.5319 -2.1341 6.1001
O -1.9055 -0.1969 4.9994
H -2.3902 2.2496 4.1865
H -0.5049 2.4687 3.9314
H -1.1856 2.1034 5.4325
H -1.5238 0.2100 3.1032
H 0.9282 0.5493 4.8411
H 0.7447 -0.3293 3.2473
C -2.5042 -2.5509 1.3040
C -3.1895 -3.3539 0.1806
C -4.4363 -4.0541 0.7127
O -5.5127 -3.2586 0.3162
C -5.1273 -2.5361 -0.7251
O -5.8707 -1.9409 -1.5290
O -3.8030 -2.3946 -0.6292
H -1.9472 -3.0570 2.0924
H -3.3398 -1.9606 1.6801
H -1.8534 -1.7971 0.8608
H -2.4750 -4.0023 -0.3266
H -4.5256 -3.9992 1.7977
H -4.4701 -5.1036 0.4201
C -2.7339 -0.2492 -3.0850
C -1.6530 -1.1623 -3.5886
C -0.3714 -1.1652 -2.7372
O -0.0720 -2.5464 -2.6324
C -1.1425 -3.2749 -2.9579
O -1.2172 -4.4997 -2.6757
O -2.0911 -2.5018 -3.4737
H -2.8359 -0.5461 -2.0411
H -3.6459 -0.5508 -3.6000
H -2.6259 0.8224 -3.2528
H -1.4768 -0.9001 -4.6318
H -0.5242 -0.7584 -1.7376
H 0.4454 -0.6248 -3.2157
C 4.7361 1.3320 -0.7061
C 3.7588 2.5808 -0.7254
C 3.4790 3.3404 0.5884
O 3.9191 4.6165 0.3224
C 4.2932 4.7390 -0.9913
O 4.6885 5.7992 -1.4451
O 4.3325 3.5194 -1.5910
H 5.6779 1.6708 -0.2744
H 4.8072 0.9046 -1.7063
H 4.3558 0.5765 -0.0186
H 2.8083 2.3104 -1.1853
H 3.9899 2.7814 1.3723
H 2.4457 3.4177 0.9267
C -0.2260 4.7413 -1.1631
C 0.1651 3.8622 -2.3505
C -0.8913 2.8209 -2.6816
O -1.4673 3.3309 -3.8709
C -0.6989 4.3514 -4.3569
O -0.9115 4.9823 -5.3891
O 0.1702 4.7311 -3.4573
H -0.4033 4.2893 -0.1872
H -1.1765 5.2638 -1.2700
H 0.5188 5.5304 -1.0594
H 1.0995 3.3323 -2.1659
H -1.5913 2.6825 -1.8575
H -0.4062 1.8570 -2.8355
```

Summary:
**E_HOMO**: -8.78 eV
**Calculated total energy**: -2715.14699 Ha
**Total charge**: -1
**Lowest unoccupied orbital energy**: 0.079 Ha
**Kohn-Sham gap**: 10.9452 eV



The following is a quantum chemistry calculation of a structure of composition C24H36Cl2N5O5PS2SbTi, from OMol25.

XYZ file:
```
77
Properties=species:S:1:pos:R:3
Ti -0.4119 0.0073 1.0018
N -1.3716 1.9387 -0.4029
N -2.4809 1.8885 -1.2713
C -3.2192 0.7310 -1.4091
O -4.3961 0.7666 -1.6855
O -2.4997 -0.3715 -1.2464
H -1.6579 2.3490 0.4863
H -0.6258 2.4910 -0.8182
H -3.0686 2.7139 -1.3015
S 0.0905 -2.0408 -0.1907
C 0.9883 -3.0515 0.9503
C 1.4651 -4.2900 0.5237
C 2.1725 -5.1233 1.3719
C 2.4170 -4.7191 2.6796
C 1.9476 -3.4933 3.1150
C 1.2283 -2.6454 2.2716
S 0.6530 -1.0975 2.8939
H 1.2702 -4.5943 -0.4968
H 2.5322 -6.0806 1.0158
H 2.9752 -5.3548 3.3551
H 2.1360 -3.1672 4.1292
Cl -1.4425 3.8263 4.5415
C -0.0198 3.6296 3.5587
C 1.0443 4.5090 3.6978
C 2.1608 4.3352 2.9064
Cl 3.4834 5.4628 3.1058
C 2.2890 3.2930 1.9663
C 3.4310 3.0435 1.1724
C 3.4469 1.8808 0.3894
C 2.3573 1.0574 0.3273
N 1.1812 1.3420 0.9708
C 1.1780 2.4141 1.8404
C 0.0473 2.5934 2.6412
O -0.9972 1.7332 2.4002
H 0.9957 5.3153 4.4143
H 4.2832 3.7017 1.2275
H 4.3348 1.6039 -0.1637
H 2.3741 0.1230 -0.2205
N -4.4997 -1.9061 0.2034
C -4.1594 -2.1799 1.6035
P -3.4771 -0.6573 2.2966
O -4.5078 0.4131 2.3531
O -2.2307 -0.4167 1.4318
C -2.7747 -0.9537 3.9366
N -2.2924 0.3637 4.3896
H -5.1345 -1.1142 0.1496
H -4.9746 -2.7055 -0.2008
H -3.1035 -1.0793 -0.8913
H -3.3858 -2.9511 1.6379
H -5.0214 -2.4988 2.2038
H -1.8970 -1.5975 3.8296
H -3.5044 -1.4147 4.6126
H -1.7033 0.2566 5.2074
H -3.0767 0.9660 4.6157
H -1.3896 1.3020 3.2171
C 3.5340 -0.8221 -2.8504
C 2.2013 -1.2042 -3.4797
Sb 0.5929 0.1199 -2.9696
C 0.9775 1.5335 -4.5635
C 1.8264 2.7117 -4.1016
C -0.9156 -0.9719 -4.0444
C -0.5361 -1.4442 -5.4394
H 4.3505 -1.4490 -3.2167
H 3.5031 -0.9373 -1.7676
H 3.8055 0.2140 -3.0588
H 1.8953 -2.1984 -3.1491
H 2.2699 -1.2184 -4.5686
H 0.0065 1.8833 -4.9187
H 1.4586 1.0144 -5.3930
H 1.3865 3.2090 -3.2351
H 1.9523 3.4672 -4.8808
H 2.8242 2.3939 -3.7962
H -1.7917 -0.3208 -4.0770
H -1.1828 -1.8120 -3.4019
H -0.1994 -0.6230 -6.0728
H -1.3835 -1.9120 -5.9462
H 0.2658 -2.1813 -5.4129
```

Summary:
**E_HOMO (spin up / spin down)**: -2.90 / -4.46 eV
**<S²>**: 2.03
**2S+1**: 3
**Calculated total energy**: -4734.24565 Ha
**Total charge**: -1
**Lowest unoccupied orbital energy (spin up / spin down)**: 0.090 / 0.089 Ha
**Kohn-Sham gap (spin up / spin down)**: 5.3400 / 6.8912 eV
**Energy relative to the best compared isomer or geometry (same formula, charge and spin)**: 0.0 kcal per mole